Entry 1:
Below is 11 unconnected molecules or ions with the total composition C25H50ClN4O10S3 at a distorted geometry, with properties calculated with ωB97M-V/def2-TZVPD.

## Properties
DFT total energy in eV: -98189.0263
E_LUMO in eV: 1.765
Total charge: -1
M in g/mol: 698.347
2S+1: 1
Relative energy (zero: lowest compared OMol25 entry of this formula, charge and spin) in eV: 1.426

Each line ends with the Mulliken charge.
Cartesian coordinates (Å):
Cl 0.307710 -0.785350 -12.021360  1.32
O 1.562820 -0.292250 -12.679490  -0.45
O -0.803480 -0.029120 -12.477700  -0.65
O 0.163780 -2.242410 -12.098160  -0.54
O 0.415630 -0.431360 -10.648950  -0.54
C -2.144290 -2.718780 -9.531710  -0.35
O -3.525680 -2.919830 -9.323330  -0.68
H -1.801340 -3.750840 -9.604770  0.39
H -2.067030 -2.123480 -10.441510  -0.02
H -1.660740 -2.236970 -8.681910  0.29
H -3.623920 -3.229990 -8.420140  0.28
C -1.025940 3.598590 -11.355990  -0.62
O -1.189130 4.287250 -10.167960  -0.56
H -1.972130 3.350490 -11.836900  0.22
H -0.664590 4.336020 -12.072740  0.33
H -0.408930 2.700690 -11.321730  0.22
H -1.817880 3.831790 -9.603310  0.45
C 1.748220 -3.810450 -9.120230  -0.47
O 1.061490 -4.253020 -7.932630  -0.52
H 2.024700 -4.557810 -9.863950  0.41
H 1.230160 -2.959040 -9.561610  0.12
H 2.670020 -3.442610 -8.669590  0.21
H 0.408340 -4.819260 -8.350220  0.29
N 3.799960 -0.326830 -10.064360  0.12
C 4.952310 0.219680 -10.473200  -0.28
C 5.905580 0.294550 -9.456190  -0.68
C 5.240880 -0.208450 -8.335780  -0.71
C 3.933200 -0.464470 -8.680080  -0.04
H 2.952640 -0.375520 -10.611890  0.34
H 5.087270 0.691740 -11.435150  0.31
H 6.886270 0.730450 -9.577140  0.40
H 5.591440 -0.359900 -7.325550  0.39
H 3.114070 -0.853180 -8.093290  0.17
N -0.594280 -0.024690 -7.459710  0.24
C 0.248760 -0.708460 -6.642940  -0.24
C -0.163950 -0.500110 -5.286670  -0.93
C -1.347020 0.236110 -5.353110  -0.59
C -1.590820 0.501260 -6.669770  -0.29
H -0.486400 0.030340 -8.462420  0.19
H 1.126870 -1.266440 -6.932740  0.42
H 0.304070 -0.784970 -4.355970  0.41
H -1.901790 0.684280 -4.542080  0.40
H -2.334090 1.074730 -7.203710  0.23
N -4.173330 -4.046270 -11.666810  0.17
C -5.304520 -4.802080 -11.968430  -0.44
C -5.139210 -5.282240 -13.260740  -0.54
C -3.986070 -4.670150 -13.761760  -0.73
C -3.303840 -4.023400 -12.723230  -0.36
H -3.979210 -3.647260 -10.759500  0.31
H -6.052270 -4.974300 -11.208420  0.35
H -5.800940 -5.991680 -13.735300  0.38
H -3.554340 -4.762660 -14.747380  0.39
H -2.360720 -3.497290 -12.712050  0.55
N 4.831860 -1.064750 -15.415320  0.33
C 4.719170 -0.265580 -14.311530  -0.75
C 5.461980 0.832790 -14.538760  -0.15
C 6.088380 0.761270 -15.757400  -0.86
C 5.692380 -0.434620 -16.292650  -0.40
H 4.278530 -1.893950 -15.577700  0.27
H 4.084840 -0.558260 -13.487910  0.43
H 5.530330 1.746000 -13.966240  0.40
H 6.703730 1.512060 -16.230750  0.39
H 5.941110 -0.956320 -17.204990  0.43
C -5.225190 1.596160 -8.088240  -0.84
S -4.158200 2.402180 -9.346520  0.46
O -3.011670 2.985150 -8.536180  -0.66
C -3.428040 0.921440 -10.159490  -0.39
H -5.751940 0.722780 -8.472750  0.35
H -5.843080 2.311310 -7.545220  0.38
H -4.552000 1.213350 -7.321190  0.21
H -4.198480 0.362180 -10.690300  0.48
H -2.976000 0.277850 -9.404800  -0.08
H -2.677610 1.140800 -10.918980  0.12
C 2.159390 -4.112660 -14.355550  -0.81
S 2.086950 -3.693110 -16.152360  0.65
O 3.434440 -3.059610 -16.486530  -0.77
C 2.118940 -5.356240 -16.961160  -1.13
H 2.877040 -4.859390 -14.015720  0.42
H 1.118520 -4.365650 -14.153840  0.39
H 2.355970 -3.211050 -13.775410  0.07
H 1.228310 -5.892760 -16.634000  0.39
H 3.025080 -5.889430 -16.673560  0.29
H 2.148830 -5.227890 -18.043170  0.35
C 1.066160 0.080530 -15.845970  -0.43
S 0.884820 0.527680 -17.629900  0.40
O 1.416450 1.944870 -17.810580  -0.64
C 2.105080 -0.585760 -18.458220  -0.58
H 0.826910 -0.968780 -15.673280  0.06
H 0.383380 0.743670 -15.314790  0.35
H 2.056930 0.396710 -15.519630  0.16
H 2.167740 -0.540970 -19.545500  0.41
H 1.932310 -1.613610 -18.139220  0.04
H 3.147550 -0.451040 -18.169780  0.19

Forces on atoms 1 to 6 (eV/Å):
Cl 2.451 0.923 0.130
O -1.805 -1.563 0.315
O -1.225 -0.460 -1.762
O -0.072 1.118 -0.897
O 0.643 -0.209 2.470
C 0.176 -0.595 0.010

Entry 2:
Below is a molecular structure, C25H50ClNP2PtSSi2 at a distorted geometry, with properties calculated with ωB97M-V/def2-TZVPD.

## Properties
DFT total energy in eV: -89161.2695
E_LUMO (alpha / beta) in eV: 0.533 / -1.880
M in g/mol: 745.400
2S+1: 5
Relative energy (zero: lowest compared OMol25 entry of this formula, charge and spin) in eV: 0.000

Each line ends with the Mulliken charge.
Cartesian coordinates (Å):
Pt -0.259286 0.165876 1.868033  0.57
C 2.304780 -0.131247 -1.532167  -1.09
C 1.690942 -1.307519 -1.960848  0.62
C 0.761299 -0.943224 -3.061684  -1.33
Si 1.946855 -2.960405 -1.122196  -0.17
C 0.767767 0.421053 -3.130321  -0.01
C 1.656251 0.971784 -2.164620  0.34
Si 1.964661 2.748297 -1.614934  -0.18
H 3.134608 -0.061186 -0.871691  1.04
H 0.222198 -1.668859 -3.629697  0.47
H 0.166643 1.036048 -3.828079  0.40
Cl -2.455838 0.177813 1.762152  -0.64
C 3.820176 2.937810 -1.418877  -1.24
C 1.328987 3.864928 -2.971938  -1.08
C 3.792851 -3.124757 -0.861209  -1.23
C 1.339753 -4.305932 -2.270182  -1.13
H 1.763195 3.545102 -3.922456  0.43
H 1.656713 4.889774 -2.779559  0.36
H 0.242603 3.847462 -3.069832  0.29
H 4.157518 2.477176 -0.491412  0.33
H 4.071798 3.998420 -1.409779  0.39
H 4.331371 2.460562 -2.253341  0.35
H 1.758530 -4.123764 -3.265737  0.43
H 0.251682 -4.346774 -2.359837  0.31
H 1.709371 -5.275327 -1.916076  0.36
H 4.320212 -2.783504 -1.758826  0.34
H 4.042675 -4.175327 -0.678612  0.39
H 4.120494 -2.521199 -0.008239  0.31
C 1.181918 3.083011 0.088360  -1.32
C 1.148042 -2.982864 0.613039  -1.30
P -0.448316 2.417285 0.632834  0.67
H 1.152655 4.168601 0.198169  0.78
H 1.889564 2.692110 0.838534  0.61
P -0.485627 -2.253057 1.060504  0.77
H 1.853668 -2.462942 1.283454  0.56
H 1.122824 -4.036296 0.916239  0.72
C -1.031435 -3.103863 2.641641  0.98
C -1.651741 -3.165646 -0.134426  1.43
C -1.617993 3.117787 -0.686401  1.17
C -0.962959 3.450816 2.102571  0.80
C -0.637205 2.729931 3.393334  -1.69
H -2.062846 3.528051 1.987218  0.25
C -0.381735 4.880415 2.158284  -1.68
H 0.700632 4.840570 2.313684  0.34
H -0.822268 5.377115 3.026957  0.48
H -0.601759 5.489856 1.284130  0.27
H -1.039284 1.691688 3.395505  0.35
H -1.112978 3.235926 4.233733  0.53
H 0.449514 2.680353 3.551542  0.35
H -1.368397 2.495251 -1.571509  -0.05
C -1.400125 4.603242 -1.065253  -2.07
C -3.107434 2.948744 -0.344958  -1.72
H -0.358317 4.881287 -1.206969  0.44
H -1.845307 5.272625 -0.313547  0.36
H -1.927151 4.809598 -2.002586  0.43
H -3.691402 2.815694 -1.261763  0.45
H -3.503474 3.839195 0.160674  0.44
H -3.282748 2.080543 0.298326  0.30
H -1.442999 -2.662964 -1.097879  -0.20
C -3.139819 -2.991009 0.207485  -2.03
C -1.393753 -4.685120 -0.281702  -2.05
H -0.357889 -4.966368 -0.448120  0.43
H -1.976267 -5.061278 -1.137443  0.40
H -1.769383 -5.237282 0.596113  0.38
H -3.716011 -2.865180 -0.714534  0.55
H -3.307330 -2.113016 0.836483  0.31
H -3.537587 -3.879297 0.721538  0.46
C -0.933075 -2.163147 3.827925  -1.77
C -0.303314 -4.413742 2.970200  -1.75
H -2.096529 -3.317492 2.447069  0.19
H 0.752998 -4.213379 3.157828  0.37
H -0.404996 -5.172787 2.208700  0.31
H -0.738850 -4.793128 3.902512  0.46
H 0.116469 -1.942775 4.080506  0.41
H -1.446426 -2.596193 4.693851  0.51
H -1.428464 -1.194437 3.617240  0.35
C -2.589435 -0.283534 -2.102696  -0.36
H -1.557530 -0.650030 -2.067565  -0.10
H -3.097287 -0.865577 -1.301246  0.25
H -2.500464 0.738720 -1.679699  0.24
S 2.067322 0.157105 1.652377  -0.26
C 1.994304 0.123962 3.312741  0.28
N 2.038791 0.110035 4.503257  -0.66

Forces on atoms 1 to 6 (eV/Å):
Pt 1.844 -0.173 -1.993
C -0.908 -0.738 -0.732
C 0.576 0.276 0.319
C 0.621 0.894 1.001
Si -0.027 0.648 0.018
C -1.475 0.239 -1.522